(1)
Below is CH3IS in the gas phase in a non-equilibrium geometry, with properties calculated with ωB97M-V/def2-TZVPD.

Element x y z (Å)
C (0.2972, 0.5076, -0.4075)
S (0.1236, -1.7096, -0.1509)
I (-1.4577, 1.5790, 0.3603)
H (0.9245, 0.4593, 0.4477)
H (0.3758, 0.6084, -1.4022)
H (-0.2635, -1.4447, 1.1525)

Cartesian forces (eV/Å) of the 2 atoms listed first:
C -2.59 1.07 3.82
S -0.47 -1.71 0.94

The expectation value of S² is 2.01. For the relative energy (zero: lowest compared OMol25 entry of this formula, charge and spin), the calculation gives 22.0 kcal/mol. Its spin multiplicity is 3. Its HOMO-LUMO gap (alpha / beta) is 6.914 / 6.119 eV. The total energy comes out at -20016.7144 eV.

Atomic partial charges in e from the natural (NBO) method, atoms 1 to 2: -0.642 0.143

(2)
Below is a molecular structure, C27H31BN6OS2Zr, with properties calculated with ωB97M-V/def2-TZVPD.

Element x y z (Å)
Zr (0.4835, -0.5210, -0.1270)
C (2.5648, 2.5708, 2.3194)
C (1.4912, 2.1967, 1.5155)
N (1.8342, 1.1596, 0.7493)
N (3.1139, 0.8486, 1.0455)
C (3.5714, 1.6792, 1.9866)
B (3.8162, -0.3630, 0.3823)
N (3.2730, -1.6941, 0.9287)
C (3.8507, -2.5349, 1.7996)
C (3.0275, -3.6313, 1.9603)
C (1.9363, -3.3740, 1.1295)
N (2.0910, -2.2052, 0.5137)
N (3.5331, -0.3358, -1.1331)
C (4.4278, -0.4071, -2.1257)
C (3.7543, -0.5574, -3.3227)
C (2.4109, -0.5773, -2.9593)
N (2.2812, -0.4320, -1.6406)
H (2.6115, 3.3755, 3.0307)
H (0.4971, 2.6092, 1.4425)
H (4.5835, 1.5929, 2.3452)
H (4.9923, -0.2878, 0.5874)
H (4.8112, -2.3002, 2.2273)
H (3.1972, -4.4962, 2.5764)
H (1.0465, -3.9546, 0.9514)
H (5.4807, -0.3482, -1.9076)
H (4.1752, -0.6423, -4.3082)
H (1.5393, -0.6761, -3.5827)
S (-0.1159, -0.6380, 2.3066)
C (-0.8943, -2.2190, 2.4587)
C (-1.0628, -2.7358, 3.7436)
C (-1.6727, -3.9614, 3.9462)
C (-2.1210, -4.6977, 2.8571)
C (-1.9536, -4.2012, 1.5758)
C (-1.3420, -2.9666, 1.3591)
S (-1.1917, -2.3931, -0.3086)
H (-0.7059, -2.1565, 4.5858)
H (-1.7974, -4.3402, 4.9525)
H (-2.6013, -5.6566, 3.0037)
H (-2.2991, -4.7680, 0.7205)
C (-3.2338, 1.4454, 1.9679)
C (-3.1313, 0.6790, 0.6497)
C (-4.3434, -0.2283, 0.4386)
C (-2.9198, 1.6189, -0.5143)
C (-3.9386, 2.4948, -0.8770)
C (-3.7925, 3.3843, -1.9230)
C (-2.6071, 3.4008, -2.6360)
C (-1.5557, 2.5500, -2.3217)
C (-0.3169, 2.5816, -3.1932)
C (0.9797, 2.8816, -2.4418)
C (-0.2371, 1.3063, -4.0357)
C (-1.7201, 1.6570, -1.2454)
O (-0.6870, 0.8414, -0.8930)
H (-3.3361, 0.7487, 2.8023)
H (-4.0964, 2.1164, 1.9739)
H (-2.3380, 2.0445, 2.1427)
H (-2.2648, 0.0309, 0.7228)
H (-5.2779, 0.3372, 0.4102)
H (-4.4136, -0.9484, 1.2569)
H (-4.2519, -0.7860, -0.4943)
H (-4.8668, 2.4738, -0.3184)
H (-4.5974, 4.0583, -2.1870)
H (-2.4869, 4.0895, -3.4648)
H (-0.4684, 3.4102, -3.8913)
H (1.2504, 2.0928, -1.7452)
H (0.8887, 3.8106, -1.8755)
H (1.8031, 3.0002, -3.1505)
H (-0.2379, 0.4225, -3.3974)
H (0.6647, 1.2962, -4.6522)
H (-1.1048, 1.2302, -4.6924)

Cartesian forces (eV/Å) of the 2 atoms listed first:
Zr -0.29 -0.12 -0.15
C -0.02 -0.02 -0.06

For the relative energy (zero: lowest compared OMol25 entry of this formula, charge and spin), the calculation gives 11.1 kcal/mol. Its spin multiplicity is 1. Its HOMO-LUMO gap is 7.256 eV. The total energy comes out at -63124.9463 eV.

Atomic partial charges in e from the natural (NBO) method, atoms 1 to 2: 1.980 -0.331

(3)
Below is a molecular structure, C17H20ClNO2W in a non-equilibrium geometry, with properties calculated with ωB97M-V/def2-TZVPD.

Element x y z (Å)
Cl (-2.1338, -1.0038, -0.4058)
C (1.9157, -0.9993, -0.4322)
C (2.0288, 0.4156, -0.5462)
C (1.0579, 0.8540, -1.5021)
H (2.7267, 1.0466, 0.0005)
C (0.4398, -0.2966, -2.0910)
C (0.9452, -1.4425, -1.3997)
H (0.7047, -2.4648, -1.6737)
H (2.5387, -1.6269, 0.1932)
H (0.8567, 1.8715, -1.8356)
C (-0.4790, -0.2769, -3.2671)
W (-0.0264, -0.2182, 0.1390)
C (-1.5522, 1.7382, -0.0707)
O (-2.5011, 2.3750, -0.0083)
C (-0.0200, -2.0419, 1.0074)
O (-0.0137, -3.1461, 1.4029)
H (-1.2628, 0.4786, -3.1650)
H (-0.9634, -1.2438, -3.4188)
H (0.0795, -0.0426, -4.1834)
C (1.6945, -0.7319, 5.3927)
N (0.9034, -1.2447, 4.2362)
C (0.3995, -2.6108, 4.5851)
C (-0.2091, -0.3024, 3.7776)
C (0.3629, 0.9685, 3.2102)
C (0.7843, 1.9330, 4.1377)
C (1.4394, 3.0966, 3.7415)
C (1.5653, 3.3578, 2.3788)
C (1.0208, 2.4647, 1.4552)
C (0.4813, 1.2257, 1.8349)
H (0.9965, -0.5007, 6.2057)
H (2.2696, 0.1493, 5.1053)
H (2.3694, -1.5342, 5.7092)
H (1.5426, -1.3372, 3.4263)
H (-0.3837, -2.4984, 5.3411)
H (0.0151, -3.0952, 3.6879)
H (1.2403, -3.1800, 4.9931)
H (-0.8285, -0.8728, 3.0785)
H (-0.8226, -0.1178, 4.6706)
H (0.6125, 1.7564, 5.2046)
H (1.8329, 3.7879, 4.4902)
H (2.0735, 4.2605, 2.0362)
H (1.0385, 2.7733, 0.4053)

Cartesian forces (eV/Å) of the 2 atoms listed first:
Cl -0.42 -0.36 -0.16
C 1.34 0.21 -0.78

The expectation value of S² is 2.02. For the relative energy (zero: lowest compared OMol25 entry of this formula, charge and spin), the calculation gives 0.0 kcal/mol. Its spin multiplicity is 3. Its HOMO-LUMO gap (alpha / beta) is 7.452 / 6.422 eV. Its charge is +2. The total energy comes out at -37869.9792 eV.

Atomic partial charges in e from the Mulliken method, atoms 1 to 2: -0.296 -0.884

(4)
Below is C5H10N2 in the gas phase in a non-equilibrium geometry, with properties calculated with ωB97M-V/def2-TZVPD.

Element x y z (Å)
C (1.0316, 1.8312, 1.3682)
C (0.3183, 0.8479, 0.5210)
C (0.2980, -0.4861, 0.6296)
N (-0.4092, -1.0849, -0.3703)
C (-0.3239, -2.4917, -0.7137)
N (-0.8334, -0.0315, -1.3419)
C (-0.4761, 1.2448, -0.6816)
H (1.5480, 1.3430, 2.2005)
H (1.7802, 2.3729, 0.7815)
H (0.3282, 2.5588, 1.7852)
H (0.7532, -1.0831, 1.4101)
H (0.5124, -2.6710, -1.3971)
H (-1.2473, -2.8148, -1.2059)
H (-0.1843, -3.1103, 0.1798)
H (-1.8513, -0.0834, -1.4061)
H (0.1276, 1.8511, -1.3649)
H (-1.3718, 1.8071, -0.3947)

Cartesian forces (eV/Å) of the 2 atoms listed first:
C -0.06 0.03 0.24
C 0.40 -0.57 0.37

For the relative energy (zero: lowest compared OMol25 entry of this formula, charge and spin), the calculation gives 45.9 kcal/mol. Its spin multiplicity is 1. Its HOMO-LUMO gap is 7.695 eV. Its SMILES is CC1=CN(C)NC1. The total energy comes out at -8325.3446 eV.

Atomic partial charges in e from the natural (NBO) method, atoms 1 to 2: -0.618 -0.127

(5)
Below is a molecular structure, C7H14O2S in a non-equilibrium geometry, with properties calculated with ωB97M-V/def2-TZVPD.

Element x y z (Å)
C (0.6984, 0.7408, 0.5051)
C (0.2449, -0.2196, -0.6606)
C (1.1329, 2.1396, 0.0922)
C (-0.1973, 0.7619, 1.7206)
C (-0.0161, 0.2204, -2.0361)
C (-2.0948, -1.5338, 0.2905)
C (-0.7226, -1.8979, 0.0126)
O (2.0355, -1.5415, 0.9467)
O (3.0314, -0.0765, -0.6510)
S (1.8233, -0.4709, -0.0004)
H (0.1593, 2.4752, -0.4442)
H (1.9162, 1.9929, -0.6196)
H (1.4056, 2.8645, 0.8780)
H (-0.4867, -0.2860, 1.9859)
H (-1.1183, 1.2649, 1.5206)
H (0.4276, 1.3077, 2.5029)
H (-1.0091, 0.4836, -2.0076)
H (0.2042, -0.6174, -2.7023)
H (0.5241, 1.1748, -2.1916)
H (-2.3967, -1.0247, 1.1894)
H (-2.7014, -2.4358, 0.0999)
H (-2.2766, -0.6624, -0.4328)
H (-0.4954, -2.5661, -0.7924)
H (-0.0883, -2.0935, 0.7943)

Cartesian forces (eV/Å) of the 2 atoms listed first:
C -0.64 1.47 -0.76
C 3.62 3.86 -0.48

The expectation value of S² is 2.01. For the relative energy (zero: lowest compared OMol25 entry of this formula, charge and spin), the calculation gives 59.1 kcal/mol. Its spin multiplicity is 3. Its HOMO-LUMO gap (alpha / beta) is 5.890 / 7.161 eV. The total energy comes out at -22407.3472 eV.

Atomic partial charges in e from the natural (NBO) method, atoms 1 to 2: -0.358 -0.077

(6)
Below is a molecular structure, C35H33As2CoN7S in a non-equilibrium geometry, with properties calculated with ωB97M-V/def2-TZVPD.

Element x y z (Å)
Co (-0.4075, -0.0107, 0.2105)
C (2.7776, -0.6049, -2.7456)
C (1.7049, -0.9256, -1.9210)
N (0.8297, -0.0002, -1.5294)
C (0.9798, 1.2463, -2.0192)
C (2.1107, 1.5668, -2.7725)
N (2.9981, 0.6481, -3.1134)
C (-0.1577, 2.1475, -1.7690)
C (-0.5084, 3.1894, -2.6053)
C (-1.7401, 3.8376, -2.4380)
C (-2.5721, 3.3345, -1.4309)
C (-2.1531, 2.2816, -0.6374)
N (-0.9419, 1.7351, -0.7665)
C (-3.0601, 1.5235, 0.2439)
C (-4.2539, 2.0000, 0.7810)
N (-5.1096, 1.1805, 1.3690)
C (-4.8189, -0.1078, 1.4301)
C (-3.5880, -0.5817, 0.9792)
N (-2.7105, 0.2365, 0.4113)
C (-2.1817, 4.9152, -3.3478)
C (-1.2983, 5.4848, -4.2650)
C (-1.7723, 6.4299, -5.1682)
N (-3.0350, 6.8151, -5.1649)
C (-3.8891, 6.3182, -4.2889)
C (-3.5029, 5.3622, -3.3558)
H (3.4640, -1.3594, -3.1113)
H (1.5290, -1.9495, -1.6116)
H (2.3125, 2.5831, -3.0907)
H (0.1523, 3.4535, -3.4174)
H (-3.5669, 3.7264, -1.2859)
H (-4.5204, 3.0503, 0.7517)
H (-5.5668, -0.7671, 1.8525)
H (-3.3245, -1.6278, 1.0608)
H (-0.2470, 5.2312, -4.2894)
H (-1.1209, 6.8810, -5.9064)
H (-4.9071, 6.6854, -4.3295)
H (-4.2509, 4.9922, -2.6684)
C (1.3603, 2.5002, 2.6186)
As (1.6058, 0.7872, 1.7270)
C (3.3108, 1.2097, 0.8548)
C (2.1609, -0.3740, 3.2135)
C (2.0824, 0.1053, 4.5169)
C (2.3716, -0.7239, 5.5936)
C (2.7748, -2.0321, 5.3827)
C (2.9162, -2.5123, 4.0906)
C (2.6167, -1.6814, 3.0142)
As (3.0295, -2.3370, 1.2325)
C (4.9352, -1.9503, 1.0339)
C (2.9640, -4.2902, 1.2905)
H (1.0591, 3.2428, 1.8803)
H (2.3059, 2.8155, 3.0584)
H (0.5969, 2.4449, 3.3906)
H (4.0926, 1.2479, 1.6124)
H (3.2232, 2.1957, 0.3998)
H (3.5833, 0.4886, 0.0850)
H (1.8012, 1.1325, 4.7042)
H (2.2908, -0.3402, 6.6022)
H (2.9989, -2.6802, 6.2196)
H (3.2999, -3.5134, 3.9348)
H (5.4719, -2.6573, 1.6689)
H (5.1468, -0.9334, 1.3544)
H (5.2552, -2.0844, 0.0012)
H (2.4171, -4.6146, 2.1736)
H (3.9811, -4.6792, 1.3060)
H (2.4641, -4.6882, 0.4068)
S (-0.9626, -3.6728, 2.9856)
C (-0.7230, -2.7870, 1.5460)
N (-0.7944, -1.4865, 1.6429)
C (-1.0907, -1.1041, 2.9469)
C (-1.3182, 0.1978, 3.4045)
C (-1.6061, 0.3908, 4.7380)
C (-1.6759, -0.6908, 5.6264)
C (-1.4812, -1.9843, 5.1887)
C (-1.1951, -2.1804, 3.8406)
H (-0.5643, -3.2953, 0.6037)
H (-1.3020, 1.0268, 2.7058)
H (-1.7966, 1.3897, 5.1084)
H (-1.9017, -0.5071, 6.6681)
H (-1.5652, -2.8243, 5.8657)

Cartesian forces (eV/Å) of the 2 atoms listed first:
Co -0.94 0.09 0.02
C -0.21 -0.02 0.09

The expectation value of S² is 6.01. Its spin multiplicity is 5. Its HOMO-LUMO gap (alpha / beta) is 6.704 / 3.556 eV. Its charge is +3. The total energy comes out at -217375.7736 eV.

Atomic partial charges in e from the Mulliken method, atoms 1 to 2: 0.164 -0.660